DFT (wB97M-V/def2-TZVPD) results for a molecular structure, C16H14IrN3O4 at a distorted geometry.

ORCA input file:
```
! wB97M-V def2-TZVPD RIJCOSX def2/J DEFGRID3
* xyz 0 1
Ir -0.237 0.287 -0.472
O 1.008 1.776 0.170
C 2.282 1.735 -0.095
C 3.166 2.382 0.800
C 4.513 2.445 0.554
C 5.076 1.872 -0.595
C 4.249 1.224 -1.474
C 2.861 1.125 -1.253
C 2.103 0.393 -2.226
N 0.845 0.151 -2.153
C 0.145 -0.654 -3.156
C -0.586 -1.764 -2.411
N -1.375 -1.124 -1.355
C -2.602 -1.432 -1.161
C -3.448 -0.861 -0.152
C -4.779 -1.311 -0.087
C -5.662 -0.808 0.834
C -5.214 0.174 1.727
C -3.920 0.633 1.691
C -2.994 0.133 0.754
O -1.781 0.627 0.781
H 2.731 2.823 1.687
H 5.157 2.945 1.269
H 6.139 1.938 -0.780
H 4.659 0.773 -2.371
H 2.644 0.020 -3.096
H 0.838 -1.054 -3.899
H -0.582 -0.013 -3.662
H 0.154 -2.405 -1.929
H -1.211 -2.366 -3.072
H -3.043 -2.195 -1.804
H -5.100 -2.072 -0.790
H -6.683 -1.161 0.873
H -5.899 0.578 2.462
H -3.568 1.387 2.381
O 0.677 -0.580 1.924
N 1.254 -1.360 1.241
O 1.006 -1.211 -0.077
*
```

***

DFT (wB97M-V/def2-TZVPD) results for 13 unconnected molecules or ions with the total composition C44H96O29P2S6 at a distorted geometry.

ORCA input file:
```
! wB97M-V def2-TZVPD RIJCOSX def2/J DEFGRID3
* xyz 0 1
C -4.018 3.110 2.044
S -2.879 2.443 0.853
O -2.863 0.970 1.165
C -3.875 2.797 -0.689
H -3.562 3.400 3.002
H -4.724 2.281 2.215
H -4.603 3.921 1.635
H -3.814 3.883 -0.926
H -4.898 2.473 -0.470
H -3.372 2.217 -1.562
C -2.697 -0.731 -1.578
S -3.695 -2.180 -1.694
O -2.823 -3.345 -1.729
C -4.230 -1.810 -3.341
H -1.901 -0.816 -2.328
H -2.330 -0.543 -0.549
H -3.430 0.070 -1.817
H -3.202 -1.722 -3.807
H -4.800 -0.863 -3.442
H -4.794 -2.669 -3.781
C 4.683 2.711 0.541
S 3.564 2.287 -0.808
O 3.126 3.574 -1.534
C 4.634 1.526 -1.961
H 4.058 3.329 1.131
H 5.614 3.164 0.198
H 4.962 1.752 1.085
H 3.890 1.181 -2.721
H 5.198 0.671 -1.538
H 5.303 2.353 -2.304
C 5.406 -4.585 -2.015
S 4.263 -3.297 -2.289
O 4.400 -2.472 -1.083
C 5.184 -2.635 -3.709
H 5.392 -5.289 -2.870
H 5.063 -5.089 -1.134
H 6.369 -4.128 -1.900
H 4.714 -1.723 -4.084
H 5.019 -3.407 -4.512
H 6.244 -2.454 -3.415
C -3.115 3.457 -4.648
S -1.728 2.374 -4.398
O -1.924 1.485 -3.241
C -2.010 1.347 -5.925
H -4.118 3.012 -4.494
H -3.147 3.896 -5.654
H -2.927 4.374 -4.049
H -2.869 0.648 -5.885
H -1.155 0.657 -6.029
H -2.133 1.900 -6.869
C 0.046 3.406 -1.225
S 0.116 4.872 -2.375
O -1.288 5.150 -2.752
C 0.574 6.086 -1.123
H -0.583 3.459 -0.321
H 1.105 3.169 -0.965
H -0.313 2.628 -1.899
H -0.192 6.448 -0.462
H 1.033 6.967 -1.632
H 1.346 5.515 -0.542
C -0.645 -2.438 -5.132
C 0.718 -2.712 -5.771
O 1.012 -1.840 -6.889
P 2.024 -0.630 -6.916
O 3.353 -0.742 -6.344
O 1.927 -0.337 -8.458
C 2.701 -0.709 -9.613
C 3.268 0.544 -10.221
O 1.185 0.427 -6.112
C 1.932 1.697 -5.839
C 2.601 1.637 -4.531
H -0.720 -2.992 -4.271
H -0.659 -1.369 -4.848
H -1.419 -2.675 -5.865
H 1.588 -2.468 -5.058
H 0.792 -3.704 -6.179
H 3.415 -1.467 -9.293
H 1.986 -1.169 -10.328
H 3.670 0.316 -11.215
H 2.511 1.294 -10.104
H 4.063 0.853 -9.523
H 2.645 1.968 -6.624
H 1.122 2.394 -5.917
H 3.155 0.746 -4.370
H 3.386 2.401 -4.561
H 1.858 1.751 -3.685
C -0.706 8.159 7.038
C -1.849 7.804 6.184
O -1.479 6.565 5.605
P -2.515 5.539 4.934
O -3.591 6.131 4.147
O -1.578 4.593 4.024
C -0.651 3.570 4.468
C 0.726 4.065 4.805
O -2.977 4.674 6.156
C -4.366 4.260 6.424
C -4.642 4.875 7.708
H -0.572 7.447 7.839
H 0.139 8.051 6.315
H -0.687 9.152 7.452
H -2.835 7.653 6.709
H -2.039 8.586 5.419
H -1.081 2.922 5.279
H -0.495 2.950 3.611
H 1.316 3.260 5.272
H 1.229 4.426 3.895
H 0.533 4.849 5.594
H -5.110 4.494 5.642
H -4.346 3.161 6.474
H -4.589 5.935 7.768
H -5.618 4.612 8.086
H -3.982 4.495 8.429
C 0.663 -5.321 -3.020
C 0.148 -4.823 -1.672
C -0.997 -5.634 -1.155
O -0.858 -5.497 0.331
C 0.428 -5.243 0.483
O 1.051 -5.329 1.537
O 1.082 -4.974 -0.637
H 1.338 -6.251 -2.836
H 1.202 -4.479 -3.501
H -0.195 -5.681 -3.665
H -0.131 -3.774 -1.758
H -0.932 -6.750 -1.341
H -2.003 -5.270 -1.383
C 5.108 -3.628 2.760
C 3.758 -2.929 2.539
C 2.802 -3.060 3.720
O 2.238 -1.693 3.874
C 3.149 -0.842 3.245
O 2.978 0.351 3.273
O 4.079 -1.448 2.594
H 5.863 -3.335 2.008
H 5.081 -4.707 2.819
H 5.397 -3.199 3.750
H 3.376 -3.093 1.565
H 3.249 -3.573 4.624
H 1.871 -3.622 3.492
C 0.793 1.049 1.222
C 1.304 -0.137 0.520
C 0.735 -1.569 0.706
O 0.729 -2.073 -0.607
C 0.992 -1.105 -1.513
O 1.278 -1.254 -2.724
O 1.104 0.102 -0.943
H -0.277 1.063 1.215
H 1.229 1.845 0.674
H 1.142 1.128 2.178
H 2.399 -0.246 0.706
H -0.301 -1.452 1.078
H 1.340 -2.288 1.309
C 0.164 -8.342 5.079
C -0.052 -7.242 4.048
C -1.491 -7.081 3.611
O -1.685 -5.701 3.739
C -0.647 -5.137 4.375
O -0.643 -4.024 4.793
O 0.412 -5.940 4.565
H 1.179 -8.441 5.367
H -0.092 -9.319 4.692
H -0.448 -8.273 5.956
H 0.625 -7.363 3.193
H -2.088 -7.529 4.396
H -1.744 -7.431 2.615
C -2.903 -0.782 5.464
C -3.502 -0.190 4.277
C -4.503 -0.989 3.388
O -5.645 -0.041 3.298
C -5.496 0.995 4.156
O -6.289 1.886 4.223
O -4.331 0.918 4.864
H -2.423 -1.729 5.271
H -3.733 -0.834 6.199
H -2.119 -0.160 5.866
H -2.817 0.316 3.568
H -4.776 -1.910 3.764
H -4.165 -1.126 2.365
*
```

***

DFT (wB97M-V/def2-TZVPD) results for 3 unconnected molecules or ions with the total composition C12H30N3O3 at a distorted geometry.

ORCA input file:
```
! wB97M-V def2-TZVPD RIJCOSX def2/J DEFGRID3
* xyz 1 1
N -0.538 2.522 5.089
C -0.806 1.894 3.973
N -0.705 2.452 2.777
C -0.845 1.543 1.612
C -0.113 0.221 1.829
C -0.334 -0.301 3.262
N -1.214 0.551 4.088
O -2.565 0.485 3.632
H -0.761 2.055 5.955
H -0.133 3.446 5.103
H 0.075 3.097 2.696
H -1.905 1.399 1.407
H -0.428 2.066 0.751
H -0.474 -0.501 1.096
H 0.956 0.358 1.648
H -0.762 -1.304 3.277
H 0.608 -0.358 3.815
H -2.992 -0.104 4.272
C -2.015 2.240 -3.510
C -1.569 0.789 -3.538
O -1.465 0.189 -2.254
C -2.659 0.134 -1.496
C -3.785 -0.647 -2.148
H -1.347 2.835 -2.885
H -1.994 2.649 -4.520
H -3.031 2.353 -3.131
H -0.566 0.715 -3.958
H -2.228 0.199 -4.184
H -3.000 1.144 -1.230
H -2.367 -0.362 -0.566
H -4.134 -0.171 -3.065
H -4.634 -0.713 -1.467
H -3.456 -1.657 -2.393
C 5.156 -2.036 -1.723
C 4.080 -3.035 -1.338
O 3.443 -2.754 -0.099
C 2.774 -1.516 -0.015
C 1.648 -1.335 -1.020
H 5.907 -1.958 -0.936
H 5.649 -2.364 -2.639
H 4.750 -1.040 -1.909
H 4.522 -4.021 -1.200
H 3.339 -3.127 -2.139
H 3.484 -0.683 -0.089
H 2.370 -1.498 1.001
H 2.011 -1.311 -2.047
H 1.129 -0.392 -0.839
H 0.925 -2.148 -0.941
*
```

***

Going through the records in order, we get total energy values of -1187.5851, -6987.9417, -864.8905 Eh.